[1]
Formula: C13H23AgBF5N6O3STe
Source: the Open Molecules 2025 dataset
Level of theory: ωB97M-V/def2-TZVPD

Calculated values
Kohn-Sham gap in eV: 6.22
HOMO energy in eV: -1.8
LUMO level in eV: 4.39
Relative energy (zero: lowest compared OMol25 entry of this formula, charge and spin) in kcal per mole: 57.7
Calculated total energy in eV: -65332.12447

```
! RIJCOSX wB97M-V def2-TZVPD def2/J DEFGRID3
* xyz -2 1
Ag 0.898 1.464 -1.137
S 2.733 1.093 2.277
C 1.423 2.180 2.199
C 1.007 2.822 3.398
C -0.028 3.721 3.394
C -0.669 4.015 2.190
C -0.219 3.371 1.058
N 0.783 2.484 1.033
H 1.533 2.578 4.310
H -0.345 4.199 4.316
H -1.482 4.726 2.139
H -0.686 3.562 0.095
N 3.445 -0.223 -0.984
C 3.415 0.766 -1.939
N 3.354 0.329 -3.246
O 3.557 1.953 -1.662
H 2.953 -1.078 -1.195
H 3.280 0.143 -0.041
H 2.865 -0.539 -3.401
H 3.022 1.056 -3.864
C 1.446 -2.680 1.274
N 0.074 -2.337 1.592
C -0.759 -3.347 2.198
C -1.882 -2.664 2.960
C -2.660 -1.819 1.969
N -1.779 -0.947 1.230
C -2.436 0.092 0.458
C -0.460 -1.229 0.973
O 0.210 -0.513 0.247
H 1.843 -3.314 2.067
H 2.027 -1.763 1.237
H 1.519 -3.204 0.312
H -0.139 -3.942 2.871
H -1.181 -4.025 1.441
H -1.443 -2.024 3.729
H -2.539 -3.395 3.435
H -3.396 -1.199 2.490
H -3.215 -2.475 1.281
H -2.964 0.774 1.131
H -3.149 -0.340 -0.251
H -1.696 0.650 -0.107
F 1.084 1.568 -4.407
Te -0.724 1.851 -3.622
F -0.519 3.088 -5.129
F -2.040 0.971 -2.429
F -2.490 2.627 -3.991
F -1.249 0.610 -4.984
O -0.217 3.015 -2.390
B -0.451 -2.617 -2.316
C -0.121 -1.129 -2.620
N 0.121 -0.018 -2.854
H -1.661 -2.667 -2.367
H -0.056 -2.904 -1.207
H 0.062 -3.316 -3.163
*
```

***

[2]
Formula: C13H23BrClO5S
Source: the Open Molecules 2025 dataset
Level of theory: ωB97M-V/def2-TZVPD

Calculated values
Kohn-Sham gap in eV: 8.21
HOMO energy in eV: -12.3
LUMO level in eV: -4.08
Calculated total energy in eV: -117478.60461

```
! RIJCOSX wB97M-V def2-TZVPD def2/J DEFGRID3
* xyz 1 1
C -0.697 3.714 -3.266
C -1.104 2.166 -2.819
C -0.439 1.769 -1.374
Cl -1.593 2.485 -0.061
S -0.228 -0.067 -1.072
C 0.379 -0.982 -2.607
C 2.029 -1.027 -2.600
C 2.671 -1.528 -4.059
C 3.919 -0.466 -4.377
O 5.009 -1.086 -5.161
C 1.181 -0.261 0.170
C 0.763 0.054 1.723
O -0.449 0.390 2.174
Br 2.253 -0.140 3.104
H 0.339 3.731 -3.827
H -0.575 4.344 -2.279
H -1.562 4.212 -3.914
H -2.279 2.187 -2.658
H -0.864 1.432 -3.698
H 0.591 2.318 -1.225
H -0.081 -0.600 -3.612
H 0.027 -2.113 -2.461
H 2.408 0.080 -2.391
H 2.471 -1.789 -1.796
H 3.198 -2.574 -3.873
H 1.875 -1.572 -4.919
H 4.383 -0.216 -3.306
H 3.445 0.482 -4.896
H 4.829 -2.078 -5.257
H 1.494 -1.411 0.135
H 2.140 0.347 -0.116
C -2.312 -0.064 4.017
C -2.968 -0.457 5.329
C -2.030 -1.076 6.323
O -2.895 -1.884 7.101
C -3.929 -2.238 6.279
O -4.750 -3.101 6.534
O -3.915 -1.497 5.130
H -1.230 -0.234 4.030
H -2.738 -0.607 3.166
H -2.455 1.007 3.835
H -3.502 0.399 5.759
H -1.533 -0.329 6.948
H -1.273 -1.723 5.869
*
```

***

[3]
Formula: C13H23BrNPPd
Source: the Open Molecules 2025 dataset
Level of theory: ωB97M-V/def2-TZVPD

Calculated values
Kohn-Sham gap (spin up / spin down) in eV: 6.66 / 6.16
HOMO energy (spin up / spin down) in eV: -6.1 / -8.1
LUMO level (spin up / spin down) in eV: 0.55 / -1.96
Relative energy (zero: lowest compared OMol25 entry of this formula, charge and spin) in kcal per mole: 0.0
Calculated total energy in eV: -98152.84778

```
! RIJCOSX wB97M-V def2-TZVPD def2/J DEFGRID3
* xyz 0 3
C 4.367 -2.369 0.261
C 4.215 -1.222 -0.559
C 2.959 -0.578 -0.647
C 1.881 -1.077 0.080
C 2.054 -2.178 0.928
C 3.281 -2.802 1.025
C 2.909 0.681 -1.458
C 1.917 0.798 -2.622
N 0.703 -0.007 -2.503
Pd 0.047 -0.068 0.280
C 0.849 -2.637 1.706
P -0.569 -2.197 0.622
H 5.050 -0.850 -1.140
H 3.360 -3.711 1.655
H 5.298 -2.907 0.256
H 0.688 -2.071 2.635
H 0.855 -3.711 1.891
H 2.700 1.570 -0.841
H 3.883 0.832 -1.915
H 1.608 1.842 -2.676
C -2.069 -2.442 1.582
C -0.574 -3.593 -0.547
H 2.433 0.484 -3.558
C 0.818 -1.385 -2.932
C -0.486 0.644 -3.051
H -1.175 0.383 1.517
H 1.003 -1.457 -4.041
H 1.632 -1.880 -2.406
H -0.111 -1.914 -2.715
H -0.465 0.685 -4.176
H -1.369 0.100 -2.725
H -0.496 1.661 -2.677
H -0.748 -4.536 -0.014
H -1.370 -3.461 -1.285
H 0.372 -3.677 -1.090
H -2.154 -3.470 1.945
H -2.091 -1.739 2.422
H -2.931 -2.232 0.938
H -1.589 0.237 0.855
Br 0.275 2.357 -0.300
*
```

***

[4]
Formula: C13H23DyI2OP2
Source: the Open Molecules 2025 dataset
Level of theory: ωB97M-V/def2-TZVPD

Calculated values
Kohn-Sham gap (spin up / spin down) in eV: 5.13 / 4.92
HOMO energy (spin up / spin down) in eV: -14.3 / -14.1
LUMO level (spin up / spin down) in eV: -9.20 / -9.17
Calculated total energy in eV: -74745.12672

```
! RIJCOSX wB97M-V def2-TZVPD def2/J DEFGRID3
* xyz 2 6
I -5.457 1.457 0.844
I -4.335 -0.764 -0.844
Dy -1.128 -1.187 -0.989
P -0.605 1.448 -1.778
C -2.172 2.249 -2.294
C 0.530 2.755 -1.175
H 0.930 3.404 -1.948
H 0.476 1.342 -3.955
H 1.438 2.362 -0.674
H 1.171 0.090 -2.977
H -2.590 2.829 -1.458
H -0.016 3.353 -0.414
C 0.206 0.596 -3.199
H -2.034 2.937 -3.130
H -0.449 -0.139 -3.722
H -2.948 1.518 -2.601
P -0.795 -1.340 1.788
C -2.432 -1.567 2.584
C -0.034 -2.964 1.357
H 1.264 -0.151 2.547
H 0.620 -1.107 3.827
H -0.221 0.415 3.346
C 0.305 -0.495 2.986
H 0.968 -2.920 0.878
H 0.147 -3.528 2.280
H -2.385 -2.217 3.458
H -3.187 -2.002 1.897
H -0.682 -3.617 0.727
H -2.824 -0.595 2.919
C -1.293 0.617 0.414
O -1.640 1.507 1.091
C 3.776 -0.379 -0.093
C 3.080 0.577 0.618
C 1.670 0.552 0.521
C 1.079 -0.409 -0.263
C 1.782 -1.368 -0.975
C 3.164 -1.350 -0.885
H 4.860 -0.341 -0.004
H 3.560 1.349 1.249
H 1.088 1.302 1.075
H 1.322 -2.145 -1.609
H 3.790 -2.075 -1.419
*
```

***

[5]
Formula: C13H23F3I2InN2O2
Source: the Open Molecules 2025 dataset
Level of theory: ωB97M-V/def2-TZVPD

Calculated values
Kohn-Sham gap in eV: 7.14
HOMO energy in eV: -4.8
LUMO level in eV: 2.31
Calculated total energy in eV: -50455.52963

```
! RIJCOSX wB97M-V def2-TZVPD def2/J DEFGRID3
* xyz -1 1
C 0.534 0.695 0.134
C 0.124 1.830 -0.771
I 1.855 2.875 -1.515
C -1.122 2.158 -1.045
I -1.595 3.802 -2.271
In -2.948 1.073 -0.261
C -4.515 1.208 -1.830
C -5.287 -0.117 -2.034
C -6.640 -0.151 -1.400
F -6.853 -1.104 -0.457
C -7.667 0.641 -1.650
F -7.653 1.618 -2.555
F -8.857 0.581 -1.054
H 1.522 0.314 -0.116
H -0.180 -0.123 0.016
H 0.530 1.004 1.181
H -3.458 1.932 1.192
H -2.565 -0.632 -0.016
H -5.206 2.008 -1.560
H -4.052 1.507 -2.772
H -5.408 -0.344 -3.100
H -4.752 -0.965 -1.597
C 3.552 -2.219 -3.695
C 3.774 -1.365 -2.464
O 3.091 -1.489 -1.467
N 4.777 -0.444 -2.517
C 5.680 -0.165 -3.609
H 2.723 -2.888 -3.483
H 3.301 -1.603 -4.559
H 4.439 -2.807 -3.936
H 4.846 0.119 -1.683
H 6.720 -0.315 -3.311
H 5.569 0.864 -3.957
H 5.469 -0.827 -4.443
C 2.722 0.577 5.167
C 1.468 0.178 4.419
O 1.033 0.833 3.494
N 0.832 -0.961 4.819
C 1.197 -1.865 5.884
H 3.091 1.494 4.719
H 2.513 0.751 6.224
H 3.490 -0.195 5.091
H 0.008 -1.167 4.275
H 1.388 -2.871 5.502
H 0.409 -1.930 6.637
H 2.101 -1.515 6.374
*
```

***

[6]
Formula: C13H23I2OOsP2Se
Source: the Open Molecules 2025 dataset
Level of theory: ωB97M-V/def2-TZVPD

Calculated values
Kohn-Sham gap (spin up / spin down) in eV: 5.53 / 4.98
HOMO energy (spin up / spin down) in eV: -17.7 / -18.9
LUMO level (spin up / spin down) in eV: -12.16 / -13.90
Relative energy (zero: lowest compared OMol25 entry of this formula, charge and spin) in kcal per mole: 0.0
Calculated total energy in eV: -118463.92659

```
! RIJCOSX wB97M-V def2-TZVPD def2/J DEFGRID3
* xyz 3 5
I 3.540 0.816 0.860
I -1.469 0.044 -3.316
Os 1.035 0.089 0.163
P 0.588 2.435 0.322
C -0.431 2.614 1.835
C 1.905 3.674 0.660
H 1.452 4.668 0.793
H -0.412 4.450 -0.582
H 2.595 3.690 -0.190
H 0.109 3.351 -1.890
H 0.077 2.133 2.678
H 2.460 3.386 1.562
C -0.385 3.399 -0.912
H -0.574 3.682 2.049
H -1.412 3.031 -1.020
H -1.414 2.152 1.693
P 2.085 -1.297 -1.451
C 1.858 -3.019 -0.841
C 1.728 -1.575 -3.252
H 4.260 -0.316 -2.000
H 4.266 -2.074 -2.339
H 4.399 -1.475 -0.653
C 3.939 -1.296 -1.632
H 1.812 -0.627 -3.795
H 2.447 -2.297 -3.679
H 2.397 -3.723 -1.491
H 0.787 -3.253 -0.851
H 0.709 -1.960 -3.385
H 2.242 -3.089 0.184
C 0.669 -1.141 1.486
O 0.438 -1.969 2.299
Se -1.229 0.202 -0.630
C -2.550 -0.683 0.620
C -2.480 -0.481 2.002
C -3.460 -1.046 2.830
C -4.482 -1.824 2.265
C -4.553 -2.017 0.881
C -3.585 -1.427 0.044
H -1.673 0.108 2.452
H -3.433 -0.904 3.908
H -5.245 -2.268 2.915
H -5.357 -2.616 0.444
H -3.654 -1.549 -1.034
*
```

***

[7]
Formula: C13H23N4O2P2Sr
Source: the Open Molecules 2025 dataset
Level of theory: ωB97M-V/def2-TZVPD

Calculated values
Kohn-Sham gap in eV: 6.63
HOMO energy in eV: -10.5
LUMO level in eV: -3.84
Relative energy (zero: lowest compared OMol25 entry of this formula, charge and spin) in kcal per mole: 4.9
Calculated total energy in eV: -43317.99790

```
! RIJCOSX wB97M-V def2-TZVPD def2/J DEFGRID3
* xyz 1 1
Sr -1.537 -0.168 0.241
P -0.576 2.213 -1.136
C 0.489 1.468 -2.450
C 1.538 0.557 -1.876
N 1.304 -0.087 -0.708
C 2.343 -0.762 -0.165
C 3.560 -0.922 -0.818
C 3.756 -0.347 -2.065
C 2.731 0.425 -2.588
C 2.230 -1.379 1.199
P 0.493 -1.555 1.723
H 2.808 0.967 -3.524
H 4.318 -1.500 -0.300
H 4.693 -0.490 -2.610
H 2.669 -2.387 1.211
H 2.728 -0.752 1.951
H -0.179 0.922 -3.147
H 0.959 2.319 -2.961
H -2.972 -2.932 -2.133
O -2.288 -2.527 -2.711
H -2.441 -3.008 -3.573
H -3.340 -3.305 1.533
O -3.410 -3.977 0.820
H -3.984 -4.657 1.236
C 0.294 -3.287 1.163
H 1.063 -3.868 1.701
H -0.717 -3.656 1.380
H 0.439 -3.367 0.078
C 0.681 -1.850 3.492
H -0.309 -2.064 3.899
H 1.365 -2.693 3.636
H 1.042 -0.942 3.975
C 0.292 3.793 -0.899
H 0.341 4.325 -1.861
H -0.258 4.388 -0.158
H 1.296 3.637 -0.490
C -1.901 2.825 -2.235
H -2.642 3.344 -1.622
H -1.449 3.512 -2.963
H -2.414 1.999 -2.736
N -1.437 1.793 1.784
C -1.896 2.569 2.563
N -2.176 3.477 3.420
C -3.296 3.779 4.047
N -4.213 4.170 4.677
*
```

***

[8]
Formula: C13H24AuF5N3OTa
Source: the Open Molecules 2025 dataset
Level of theory: ωB97M-V/def2-TZVPD

Calculated values
Kohn-Sham gap in eV: 5.32
HOMO energy in eV: -15.9
LUMO level in eV: -10.54
Calculated total energy in eV: -39201.56121

```
! RIJCOSX wB97M-V def2-TZVPD def2/J DEFGRID3
* xyz 2 1
N 1.045 1.715 0.166
C 1.546 2.772 0.523
O 2.062 3.776 0.862
Au 3.617 -0.858 -0.236
Ta 0.013 0.047 -0.035
N 0.541 -1.068 -1.545
N -1.849 0.626 -0.311
C 1.127 -0.913 -2.881
C -2.351 1.946 -0.791
C 1.906 -2.173 -3.253
C -0.022 -0.718 -3.880
C 2.049 0.293 -2.873
C -2.253 2.916 0.385
C -3.805 1.847 -1.261
C -1.485 2.425 -1.943
H 2.660 -2.375 -2.485
H 2.415 -2.003 -4.210
H 1.238 -3.032 -3.371
H -0.705 -1.578 -3.860
H 0.395 -0.616 -4.893
H -0.597 0.188 -3.648
H 1.535 1.214 -2.561
H 2.461 0.426 -3.885
H 2.905 0.118 -2.184
H -2.843 2.551 1.235
H -2.635 3.899 0.080
H -1.214 3.043 0.714
H -4.494 1.639 -0.433
H -3.921 1.080 -2.035
H -4.101 2.811 -1.696
H -1.857 3.409 -2.265
H -1.556 1.739 -2.798
H -0.436 2.545 -1.645
C -0.116 -2.382 -1.264
H -0.609 -2.366 -0.270
H -0.873 -2.624 -2.034
H 0.620 -3.206 -1.221
C -2.863 -0.243 0.342
H -2.383 -1.089 0.853
H -3.428 0.336 1.092
H -3.570 -0.655 -0.399
F -1.019 -0.001 2.803
C 0.137 -0.460 2.132
F 1.211 0.228 2.711
C 0.298 -1.935 2.481
F 0.461 -2.075 3.815
F -0.815 -2.666 2.145
F 1.383 -2.519 1.890
*
```

***

[9]
Formula: C13H24BF7NO6P
Source: the Open Molecules 2025 dataset
Level of theory: ωB97M-V/def2-TZVPD

Calculated values
Kohn-Sham gap in eV: 8.50
HOMO energy in eV: -8.2
SMILES: CCB(O)P(F)C[C@H](O)CN.CCOC(=O)C(F)(F)F.CCOC(=O)C(F)(F)F
LUMO level in eV: 0.35
Calculated total energy in eV: -56634.58002

```
! RIJCOSX wB97M-V def2-TZVPD def2/J DEFGRID3
* xyz 0 1
C 0.176 -0.297 0.324
C 1.154 -1.426 -0.034
B 2.483 -1.491 0.802
O 3.117 -2.710 0.919
P 3.192 0.100 1.726
F 3.190 -0.457 3.244
C 4.970 0.230 1.239
C 5.987 -0.831 1.612
O 5.796 -2.020 0.846
C 6.061 -1.167 3.080
N 6.200 0.032 3.909
H -0.295 -0.507 1.275
H 0.617 0.687 0.292
H -0.618 -0.307 -0.413
H 1.340 -1.408 -1.106
H 0.648 -2.368 0.147
H 3.356 -2.998 0.021
H 5.319 1.187 1.602
H 4.971 0.295 0.156
H 6.962 -0.427 1.339
H 6.680 -2.374 0.667
H 6.945 -1.774 3.231
H 5.212 -1.777 3.379
H 6.377 -0.263 4.861
H 5.319 0.532 3.949
C -1.937 -4.004 -4.624
C -2.542 -2.691 -5.071
O -3.420 -2.152 -4.061
C -2.837 -1.480 -3.081
O -1.667 -1.272 -2.946
C -3.908 -0.944 -2.116
F -4.831 -1.875 -1.835
F -4.538 0.113 -2.661
F -3.341 -0.549 -0.971
H -2.721 -4.710 -4.349
H -1.343 -4.436 -5.428
H -1.294 -3.865 -3.756
H -3.169 -2.835 -5.947
H -1.777 -1.959 -5.323
C -3.012 2.728 -0.371
C -4.075 2.517 0.684
O -4.003 3.528 1.710
C -4.596 4.680 1.434
O -5.181 4.966 0.432
C -4.463 5.627 2.640
F -3.217 5.607 3.138
F -5.313 5.247 3.610
F -4.758 6.879 2.285
H -2.023 2.770 0.087
H -3.031 1.914 -1.090
H -3.168 3.664 -0.906
H -3.919 1.571 1.199
H -5.074 2.499 0.250
*
```

***

[10]
Formula: C13H24Br4N4O
Source: the Open Molecules 2025 dataset
Level of theory: ωB97M-V/def2-TZVPD

Calculated values
Kohn-Sham gap in eV: 9.96
HOMO energy in eV: -9.6
SMILES: CN(C)C=O.BrCCBr.BrCCBr.CC#N.CC#N.CC#N
LUMO level in eV: 0.38
Calculated total energy in eV: -302046.14951

```
! RIJCOSX wB97M-V def2-TZVPD def2/J DEFGRID3
* xyz 0 1
C 0.768 5.297 -3.742
N 0.160 3.913 -3.633
C -1.281 3.769 -3.300
C 0.983 2.849 -3.485
O 0.586 1.711 -3.215
H 1.760 5.485 -3.237
H 0.084 5.972 -3.231
H 0.910 5.604 -4.784
H -1.473 4.379 -2.424
H -2.006 4.012 -4.081
H -1.430 2.724 -3.000
H 1.991 3.199 -3.569
Br 4.860 3.423 0.687
C 3.011 3.155 0.588
C 2.312 3.063 2.023
Br 2.219 4.734 2.921
H 2.717 2.233 0.141
H 2.599 3.967 -0.049
H 2.934 2.356 2.525
H 1.292 2.738 1.831
Br -3.321 -2.651 4.816
C -3.708 -4.443 4.233
C -3.603 -4.417 2.733
Br -4.028 -6.252 1.949
H -4.685 -4.676 4.640
H -2.953 -5.172 4.556
H -2.520 -4.379 2.511
H -4.141 -3.789 2.084
C -0.617 -2.076 -2.344
C -0.870 -3.564 -2.434
N -0.953 -4.678 -2.429
H -1.492 -1.667 -2.784
H 0.333 -1.778 -2.789
H -0.467 -1.785 -1.309
C -0.406 -0.141 2.786
C 0.310 0.143 1.636
N 0.877 0.449 0.660
H -1.042 0.702 2.986
H 0.222 -0.477 3.622
H -1.106 -0.987 2.697
C 2.289 -4.006 0.346
C 1.011 -3.492 0.828
N 0.017 -3.100 1.289
H 2.292 -4.237 -0.711
H 2.487 -4.854 1.027
H 3.075 -3.253 0.433
*
```

***

> calculated total energy of number 5 (C13H23F3I2InN2O2)?

-50455.52963 eV